No. 1
ORCA calculation (ωB97M-V/def2-TZVPD) on the ion C3H3Cl3F2N3 with charge +1 at a distorted geometry.

The geometry in ORCA input format:
```
! RIJCOSX wB97M-V def2-TZVPD def2/J DEFGRID3
* xyz 1 1
H 0.30 -0.66 -2.69
N 0.13 -0.34 -1.72
C -0.19 0.83 -1.49
Cl -0.20 2.13 -2.64
N -0.60 1.30 -0.25
C -0.83 0.42 0.72
Cl -2.04 -0.90 0.41
N 0.46 -0.35 1.13
F 1.33 0.55 1.77
C 0.90 -1.57 1.21
F 2.16 -1.67 1.64
Cl 0.30 -3.00 0.56
H -0.62 2.32 -0.27
H -1.10 0.94 1.61
*
```

For the relative energy (zero: lowest compared OMol25 entry of this formula, charge and spin), the calculation gives 0.0 kJ/mol. The total energy comes out at -50621.2569 eV. The SMILES is [H]/N=C(\Cl)N[C@@H](Cl)/[N+](F)=C(/F)Cl.

These are the Löwdin partial charges, in e, on atoms 1 to 2: number 1, H, carries 0.109; number 2, N, carries 0.119

No. 2
ORCA calculation (ωB97M-V/def2-TZVPD) on a structure of composition C23H16BaCl3N3O5S at a distorted geometry.

The geometry in ORCA input format:
```
! RIJCOSX wB97M-V def2-TZVPD def2/J DEFGRID3
* xyz 0 1
Ba 0.12 -2.05 -3.01
O -1.27 -5.77 -5.00
C -0.78 -4.70 -4.67
O -0.85 -4.09 -3.52
C 0.04 -3.93 -5.71
C 0.27 -4.37 -7.00
C 1.03 -3.56 -7.84
C 1.54 -2.34 -7.39
C 1.26 -1.97 -6.09
N 0.53 -2.76 -5.29
C 1.73 -0.65 -5.45
O 2.41 0.10 -6.12
O 1.31 -0.51 -4.22
H -0.14 -5.32 -7.31
H 1.23 -3.88 -8.86
H 2.13 -1.69 -8.01
Cl 4.03 3.33 -0.86
C 2.75 2.86 0.21
C 2.80 1.64 0.85
C 1.77 1.28 1.70
C 0.68 2.12 1.92
C -0.46 1.68 2.81
C -1.60 1.07 2.00
N -1.17 -0.10 1.24
C -0.97 -1.37 1.73
C -0.48 -2.09 0.69
N -0.37 -1.29 -0.44
C -0.79 -0.11 -0.06
O -0.04 0.69 3.73
C 0.04 1.15 5.08
C -1.31 1.52 5.63
C -2.30 0.62 5.90
Cl -2.20 -1.08 5.71
S -3.73 1.36 6.47
C -3.05 2.91 6.31
C -1.77 2.86 5.86
C 0.66 3.34 1.25
Cl -0.68 4.43 1.46
C 1.68 3.72 0.40
H 3.64 0.97 0.68
H 1.79 0.33 2.22
H -0.87 2.54 3.33
H -1.99 1.80 1.30
H -2.40 0.78 2.68
H -1.18 -1.63 2.76
H -0.22 -3.14 0.67
H -0.83 0.78 -0.68
H 0.71 2.01 5.16
H 0.47 0.33 5.65
H -3.63 3.79 6.56
H -1.15 3.73 5.70
H 1.65 4.68 -0.11
*
```

For the relative energy (zero: lowest compared OMol25 entry of this formula, charge and spin), the calculation gives 39.5 kJ/mol. The total energy comes out at -87917.7713 eV.

These are the Löwdin partial charges, in e, on atoms 1 to 2: number 1, Ba, carries 2.126; number 2, O, carries 0.058

No. 3
ORCA calculation (ωB97M-V/def2-TZVPD) on a structure of composition C46H66KN4OPS2.

The geometry in ORCA input format:
```
! RIJCOSX wB97M-V def2-TZVPD def2/J DEFGRID3
* xyz 0 1
K -0.95 0.11 0.10
C 0.30 -0.96 -4.41
C 1.49 -1.69 -3.79
C 2.73 -1.54 -4.67
C 1.79 -1.23 -2.38
C 2.32 -2.12 -1.45
C 2.68 -1.73 -0.17
C 3.44 -2.74 0.67
C 4.92 -2.73 0.27
C 2.91 -4.17 0.53
C 2.46 -0.40 0.25
C 2.01 0.54 -0.70
C 1.68 0.08 -1.98
C 1.93 2.08 -0.59
C 0.52 2.61 -0.88
C 2.49 2.78 0.64
C 2.94 -0.02 1.63
C 4.29 0.37 1.69
C 4.91 0.69 2.87
C 4.20 0.62 4.06
C 2.87 0.24 4.02
C 2.20 -0.08 2.83
P 0.39 -0.48 2.87
C 0.27 -2.12 3.79
C 0.69 -3.17 2.77
C -1.19 -2.39 4.16
C 1.15 -2.30 5.03
C -0.41 0.88 3.93
C -1.92 0.83 3.62
C -0.25 0.85 5.45
C 0.11 2.22 3.41
H 0.03 -1.41 -5.36
H 0.53 0.09 -4.61
H -0.58 -0.98 -3.76
H 1.24 -2.75 -3.73
H 3.02 -0.49 -4.74
H 2.54 -1.91 -5.68
H 3.57 -2.09 -4.25
H 2.47 -3.15 -1.76
H 3.38 -2.44 1.72
H 5.03 -2.99 -0.78
H 5.48 -3.45 0.87
H 5.38 -1.75 0.43
H 3.22 -4.62 -0.41
H 1.82 -4.21 0.58
H 3.31 -4.80 1.33
H 1.35 0.82 -2.71
H 2.54 2.41 -1.44
H -0.14 2.57 -0.01
H 0.02 2.08 -1.70
H 0.57 3.66 -1.16
H 2.02 2.43 1.56
H 2.28 3.85 0.55
H 3.56 2.65 0.74
H 4.84 0.43 0.76
H 5.95 0.99 2.87
H 4.66 0.86 5.00
H 2.33 0.18 4.95
H 0.10 -3.10 1.85
H 0.56 -4.17 3.19
H 1.74 -3.06 2.51
H -1.85 -2.26 3.29
H -1.55 -1.76 4.97
H -1.28 -3.43 4.49
H 2.21 -2.23 4.79
H 0.97 -3.29 5.45
H 0.93 -1.57 5.81
H -2.39 -0.09 3.95
H -2.14 0.96 2.56
H -2.41 1.65 4.14
H -0.64 -0.07 5.89
H -0.81 1.68 5.87
H 0.79 0.97 5.77
H -0.06 2.33 2.33
H 1.17 2.37 3.61
H -0.45 3.02 3.89
S -3.53 1.57 -0.02
C -3.10 2.82 -1.14
N -3.33 2.81 -2.41
N -3.96 1.72 -2.87
C -4.23 1.55 -4.21
C -3.83 2.48 -5.17
C -4.11 2.24 -6.51
C -4.78 1.10 -6.92
C -5.19 0.18 -5.96
C -4.92 0.40 -4.62
N -2.37 4.00 -0.80
N -2.06 4.10 0.40
C -1.26 5.25 0.68
C -0.61 6.01 -0.29
C 0.20 7.06 0.10
C 0.36 7.37 1.44
C -0.29 6.61 2.41
C -1.09 5.55 2.03
H -4.27 1.05 -2.17
H -3.30 3.36 -4.86
H -3.79 2.97 -7.25
H -5.00 0.93 -7.96
H -5.72 -0.71 -6.25
H -5.24 -0.32 -3.87
H -0.75 5.75 -1.33
H 0.71 7.65 -0.66
H 0.99 8.20 1.74
H -0.17 6.85 3.46
H -1.61 4.94 2.76
C -2.29 -5.80 -2.13
C -1.73 -4.84 -1.10
S -1.26 -3.24 -1.79
O -0.97 -2.38 -0.60
C -2.87 -2.69 -2.41
C -3.97 -2.64 -1.37
H -2.37 -6.80 -1.70
H -1.64 -5.87 -3.00
H -3.28 -5.50 -2.47
H -0.80 -5.21 -0.66
H -2.41 -4.63 -0.28
H -3.12 -3.31 -3.28
H -2.65 -1.69 -2.80
H -4.32 -3.63 -1.10
H -4.82 -2.08 -1.76
H -3.63 -2.13 -0.47
*
```

For the relative energy (zero: lowest compared OMol25 entry of this formula, charge and spin), the calculation gives 0.0 kJ/mol. The total energy comes out at -104065.9881 eV.

These are the Löwdin partial charges, in e, on atoms 1 to 2: number 1, K, carries 0.513; number 2, C, carries -0.060

| no. | LUMO (eV) | HOMO-LUMO gap (Ha) |
| --- | --- | --- |
| 1 | -5.2468 | 0.341 |
| 2 | -0.0623 | 0.327 |
| 3 | 0.1642 | 0.240 |